[1]
The following is a quantum chemistry calculation of a molecular structure, C14H24N4O5Y in a non-equilibrium geometry, from OMol25.

Computed properties:
Energy above the lowest of the compared OMol25 structures with the same formula, charge and spin in kcal per mole: 15.93
Net charge: +1
Frontier orbital gap (spin up / spin down) in eV: 5.64 / 5.64

The geometry in XYZ format:
```
48
Properties=species:S:1:pos:R:3:forces:R:3:lowdin_charge:R:1
O 2.26346 -1.23806 0.31561 1.359 0.996 1.463 -0.1664
H 2.45034 -1.25414 1.27302 0.103 0.089 -0.350 0.0834
Y 0.34856 -0.13735 -0.60766 0.674 -2.083 0.750 1.3634
N -0.46680 0.65929 -2.68758 -1.015 0.006 -3.260 -0.0440
N -1.73893 -1.09080 -1.48817 -2.264 0.215 -1.933 -0.0715
O 0.41699 1.49983 -3.36085 -1.048 -0.709 0.796 -0.0388
O -2.59532 -1.88428 -0.64029 0.791 -0.266 -1.098 -0.0615
C -1.53225 0.23658 -3.37792 3.393 2.253 0.686 -0.2401
C -2.25400 -0.78954 -2.69295 0.057 -1.501 3.806 -0.2400
C -1.92915 0.79229 -4.69999 0.052 -0.085 -0.394 0.0036
C -3.48993 -1.37745 -3.26257 -0.464 -0.137 -0.050 0.0080
H -1.14576 1.45594 -5.08134 -0.234 -0.227 0.124 0.0882
H -2.86439 1.36843 -4.61036 0.263 -0.194 0.012 0.1055
H -2.10425 -0.01569 -5.42541 0.025 0.242 0.176 0.1033
H -4.04729 -1.94013 -2.50850 0.176 0.130 -0.184 0.0862
H -3.25769 -2.04822 -4.10343 0.049 0.190 0.207 0.1155
H -4.13778 -0.58371 -3.65748 0.168 -0.175 0.050 0.1009
H 1.23509 1.38749 -2.75226 -0.431 0.075 -0.128 0.0492
H -2.38393 -2.80869 -0.88924 -0.067 0.420 0.291 0.1233
O -1.70485 1.01529 0.31320 -0.650 0.370 -0.347 -0.1022
H -1.69390 1.89363 0.72765 -0.137 -0.299 -0.208 0.0958
H -2.55849 0.88510 -0.14675 0.522 0.281 0.368 0.0930
C 1.06454 -2.40411 -1.43498 -1.396 0.276 -0.856 -0.2645
H 2.11103 -2.56035 -1.72528 -0.188 0.287 0.065 -0.0274
H 0.44480 -2.56162 -2.32981 0.092 -0.482 -0.189 -0.0616
H 0.82060 -3.20856 -0.72364 -0.061 0.114 -0.021 -0.0390
O 2.01905 0.80402 -1.48738 1.057 0.832 -0.674 -0.4069
H 2.89486 -0.59077 -0.07833 -0.369 -0.639 0.340 0.0714
H 2.92789 0.86290 -1.82266 -0.590 -0.069 0.241 0.0439
N -0.47634 -1.06499 1.74000 -0.458 -0.011 -0.496 0.0473
C 0.27033 -0.55220 2.83832 -0.278 -0.042 0.513 -0.2414
C 0.32914 -1.18626 4.07008 0.090 0.545 -0.671 -0.0012
C 1.04845 -0.58389 5.12464 0.555 0.671 0.114 -0.0519
C 1.70714 0.62583 4.94671 -0.221 -0.349 0.238 -0.0163
C 1.67696 1.30250 3.69523 -0.527 -0.809 -0.135 -0.1447
C 2.32916 2.52748 3.43441 -0.022 0.224 -0.439 0.0200
C 2.27364 3.08512 2.16856 0.170 0.008 0.562 -0.0270
C 1.59200 2.40511 1.15341 -0.790 -1.229 0.393 -0.0983
N 0.93293 1.25349 1.38055 0.569 0.866 -0.088 0.0025
C 0.94622 0.69146 2.62945 0.496 0.464 0.112 -0.1683
H -0.74455 -2.03966 1.85070 0.158 0.193 0.055 0.1126
H -1.32987 -0.51812 1.54960 0.489 -0.358 0.403 0.0746
H -0.19710 -2.13127 4.22256 0.160 0.309 -0.041 0.1239
H 1.07395 -1.07540 6.09900 0.041 0.169 -0.321 0.1165
H 2.25946 1.09097 5.76729 -0.216 -0.237 -0.203 0.1219
H 2.87515 3.01020 4.24386 -0.093 -0.037 -0.211 0.1293
H 2.75756 4.02840 1.93085 -0.020 -0.190 0.151 0.1163
H 1.58329 2.76392 0.12012 0.029 -0.098 0.384 0.1136
```
Forces are in eV/Å.

[2]
The following is a quantum chemistry calculation of a molecular structure, C14H25BN6OsSi in a non-equilibrium geometry, from OMol25.

Computed properties:
Net charge: +4
Frontier orbital gap (spin up / spin down) in eV: 5.38 / 2.84
Spin multiplicity: 5

The geometry in XYZ format:
```
48
Properties=species:S:1:pos:R:3:forces:R:3:lowdin_charge:R:1
C 0.46795 0.46372 -3.05316 0.527 -0.283 0.402 -0.0456
N 0.97890 0.25993 -1.81703 -0.884 -0.127 -0.645 -0.0796
N 2.17719 -0.44401 -2.00246 0.207 0.149 -0.690 0.0261
C 2.40044 -0.60444 -3.31969 0.779 -0.382 2.018 0.0782
C 1.33412 -0.06444 -4.02037 -1.377 0.832 -0.454 0.1044
B 3.01459 -0.94396 -0.79727 0.377 0.104 -0.325 -0.4643
N 3.21104 0.25246 0.15278 -0.466 0.237 0.158 0.0241
N 2.12373 1.01055 0.64629 -0.110 -1.029 -0.850 -0.1104
C 2.65907 1.90223 1.51045 1.529 0.084 0.719 -0.0441
C 4.04871 1.76469 1.53957 -1.149 1.214 0.873 0.0735
C 4.35450 0.73619 0.66810 -0.744 -0.864 -0.740 0.0746
Os 0.11586 0.91563 0.09085 3.856 -3.210 -3.786 1.6024
N 2.17921 -2.01693 -0.05045 1.313 -3.057 0.376 0.0231
N 0.97483 -1.64371 0.45382 -1.993 -1.186 1.089 0.0569
C 0.41537 -2.70945 1.02971 -0.308 1.725 -0.357 -0.0313
C 1.27947 -3.80906 0.93816 -0.877 -1.496 0.868 0.1590
C 2.40546 -3.33002 0.23583 1.957 2.638 -1.745 0.1333
H -0.57365 -2.65338 1.47173 0.255 -0.089 0.037 0.1387
H 3.34141 -3.83775 -0.07059 -0.727 0.315 0.252 0.1919
H 1.11973 -4.82394 1.32801 0.143 0.479 -0.214 0.1756
H 4.05360 -1.41156 -1.15934 -0.183 0.179 0.081 0.1492
H 5.31972 0.31685 0.36938 -0.361 0.148 0.154 0.1819
H 3.30882 -1.09017 -3.67247 -0.252 0.041 0.046 0.1788
H 4.74061 2.34988 2.13089 -0.055 0.017 -0.115 0.1539
H 1.19006 -0.05411 -5.08884 0.031 0.012 -0.086 0.1552
H 2.02412 2.57262 2.06314 0.272 0.178 0.015 0.1200
H -0.48971 0.94293 -3.18657 0.173 0.146 -0.164 0.1286
H -0.34918 0.84539 2.25860 0.053 -0.259 -0.215 0.0894
C -0.53828 1.84832 1.81623 -0.474 0.853 2.847 -0.1827
H 0.07929 2.50775 2.44804 -0.180 0.035 -0.414 0.0957
H -0.29445 2.29456 0.69951 -0.820 3.015 0.813 -0.0007
H -1.57824 2.10247 2.05559 0.270 -0.017 -0.402 0.0652
C -3.30755 -0.15807 2.08125 0.284 -0.330 -0.383 -0.1215
Si -3.27405 0.40205 0.29317 -0.662 -0.766 2.177 0.5371
C -4.66251 -0.51316 -0.60530 -1.256 -0.182 -1.130 -0.0398
C -3.57924 2.24513 0.12883 -0.549 1.640 -1.271 -0.0511
C -1.59274 0.10253 -0.55631 0.544 -1.022 -0.477 -0.3656
H -4.28523 0.07582 2.52866 0.126 -0.057 -0.225 0.0879
H -2.53464 0.32136 2.69169 -0.171 -0.139 -0.032 0.0303
H -3.16174 -1.24508 2.14350 -0.124 0.150 0.178 0.0633
H -5.64203 -0.28937 -0.15441 0.350 0.119 0.064 0.0968
H -4.70615 -0.22098 -1.66483 0.138 0.251 0.224 0.0833
H -4.51363 -1.60217 -0.56029 0.450 0.116 0.447 0.0915
H -2.83698 2.84498 0.66652 0.152 -0.427 0.073 0.0569
H -3.53551 2.52487 -0.93239 -0.124 0.001 0.185 0.0837
H -4.57423 2.50320 0.51382 -0.021 -0.444 -0.009 0.1020
H -1.50362 -1.01488 -0.62069 -0.327 0.494 0.283 0.0752
H -1.78443 0.37453 -1.62165 0.408 0.194 0.345 0.0491
```
Forces are in eV/Å.

Look up the net charge of the second one.
+4

Among the records above, which one has the highest net charge?
C14H25BN6OsSi

The lowest net charge belongs to which entry?
C14H24N4O5Y